(1)
22
Properties=species:S:1:pos:R:3:forces:R:3 method="wB97M-V/def2-TZVPD" gap_ev=9.45 e_lumo_ev=0.9 de_lowest_kj_mol=152.8 smiles="C=C(C)/C(C)=C/C.O" total_charge=0
O -3.6496 0.3427 -2.8055 -0.004 -0.166 -0.073
C 0.6676 -0.3005 0.3426 0.293 0.587 0.377
C 1.2693 0.8413 1.1072 -0.713 0.370 -0.584
C -1.2956 -1.8189 0.0020 -0.990 -0.503 -1.079
C 1.2553 0.8343 2.4281 0.102 -0.669 1.502
C -0.5794 -0.6710 0.6204 0.024 -0.179 -0.681
C 1.5713 -0.9183 -0.6845 0.013 -0.063 0.407
C 1.6578 2.0827 0.3332 1.008 -0.251 -0.260
H 1.0146 2.8975 0.6320 -0.122 0.275 -0.048
H 1.6395 1.9819 -0.7519 -0.483 -0.220 0.024
H 2.6969 2.3677 0.5079 -0.005 0.126 0.393
H 1.0913 -1.7546 -1.1864 0.130 0.177 -0.251
H -0.8099 -2.3823 -0.7926 0.895 -0.017 0.387
H -2.1880 -1.5656 -0.5880 -0.185 0.670 0.583
H -4.3451 0.9358 -2.5110 -0.048 0.048 0.028
H 1.9370 -0.1605 -1.3780 -0.243 -0.091 -0.263
H -1.6426 -2.5375 0.7346 0.016 -0.167 0.321
H 1.6717 1.5588 3.1333 -0.093 0.358 -0.761
H 0.8321 -0.0056 2.9833 0.164 -0.083 -0.410
H 2.4688 -1.2844 -0.1920 0.151 -0.207 0.128
H -4.1108 -0.3837 -3.2408 0.058 0.103 0.052
H -1.1520 -0.0598 1.3061 0.035 -0.099 0.210

=====

(2)
22
Properties=species:S:1:pos:R:3:forces:R:3 method="wB97M-V/def2-TZVPD" gap_ev=10.46 e_lumo_ev=0.9 de_lowest_kj_mol=184.8 smiles="C=C(/C=C/C)CC.O" total_charge=0
O -0.6896 2.9896 -1.2962 -0.693 -0.077 -0.122
C 1.0537 0.4897 -1.5489 0.070 -0.635 0.853
C 0.3550 0.0154 0.7593 -0.090 -0.770 -0.190
C 0.2845 -0.1954 -0.6975 -0.849 0.304 -0.936
C 1.1760 -0.4885 3.0060 0.098 0.201 0.625
C -0.7855 -1.1657 -1.2508 0.539 0.460 0.561
C 1.1027 -0.7606 1.5351 -0.158 1.062 0.280
C -2.0654 -1.4234 -0.3895 1.424 1.611 -0.345
H -2.9095 -0.9269 -0.8628 -0.469 -1.095 -0.414
H 0.8876 -1.2970 3.6847 0.294 -0.286 -0.352
H 2.1736 -0.1330 3.2876 -0.004 -0.295 0.017
H -2.0387 -2.4750 -0.1412 -1.055 -0.067 -0.005
H 0.9627 0.3497 -2.6141 0.059 0.147 -0.165
H 1.7645 -1.4492 1.0249 0.059 -0.320 0.337
H 1.8411 1.1079 -1.1364 0.028 0.185 -0.280
H 0.5031 0.3245 3.2894 -0.052 0.059 -0.304
H -2.0330 -0.8194 0.5135 0.406 -0.347 0.485
H -0.6094 2.1004 -0.9319 0.180 0.046 -0.157
H 0.0770 3.4609 -0.9883 0.451 0.210 0.197
H -0.3343 0.7440 1.1797 0.115 0.022 0.159
H -1.0157 -0.7808 -2.2459 -0.172 -0.371 -0.021
H -0.2437 -2.1104 -1.3521 -0.180 -0.043 -0.223

=====

(3)
23
Properties=species:S:1:pos:R:3:forces:R:3 method="wB97M-V/def2-TZVPD" s2=0.758 multiplicity=2 gap_ev="3.59 / 8.30" e_lumo_ev="3.9 / 3.8" de_lowest_kj_mol=119.0 total_charge=-1
O -1.7473 2.1621 0.0609 -0.601 0.970 -0.291
O 0.8905 -3.7133 -0.2944 0.409 -0.117 -0.334
C -1.2734 -1.0502 -0.4028 -3.028 -1.365 0.021
C 0.3493 0.0346 1.1817 0.878 -0.363 -1.059
C 1.1101 -0.4917 -1.0722 -1.811 -0.329 0.122
C -0.0444 -0.5825 -0.1519 2.995 0.929 0.021
C -1.1359 2.1072 1.3404 -0.225 0.127 -0.897
C 1.1034 0.1280 -2.2718 0.107 1.684 -1.862
C 0.2830 1.6024 1.1560 -0.512 -2.292 1.752
H 1.4087 -3.1276 -0.8776 -0.600 -0.259 0.399
H -1.6951 -1.5653 -1.2729 0.893 0.422 -0.318
H -1.9495 -1.2841 0.4279 0.164 0.648 0.192
H 1.9032 -1.1980 -0.8567 0.792 0.545 0.542
H -0.0127 -3.3643 -0.3183 0.149 0.359 -0.036
H 1.9633 0.3950 -2.8871 0.537 -1.102 0.286
H -1.8241 1.4981 1.9745 0.992 0.062 0.078
H 1.4231 -0.1648 1.2605 0.199 -0.172 0.122
H -1.0887 3.1200 1.7843 -0.364 -0.204 -0.449
H 0.3747 0.8692 -2.6351 -0.544 -0.583 0.857
H -1.5590 1.3447 -0.4230 0.010 -0.289 0.264
H -0.0938 -0.4789 2.0274 -0.657 0.302 0.505
H 0.8487 1.8998 2.0382 0.452 0.398 -0.107
H 0.7660 1.8596 0.2121 -0.234 0.631 0.189

=====

(4)
23
Properties=species:S:1:pos:R:3:forces:R:3 method="wB97M-V/def2-TZVPD" gap_ev=8.82 e_lumo_ev=0.7 de_lowest_kj_mol=360.2 total_charge=0
O 0.7070 1.0478 1.5980 0.563 0.000 0.132
O 2.7764 1.0028 -0.4012 -0.791 -0.034 0.584
C 0.0823 0.7998 0.3911 -6.420 0.513 1.564
C 2.0990 -0.2082 -0.6215 -1.180 -1.838 -0.024
C 0.2412 -0.5140 -0.1745 5.042 0.006 -1.545
C -0.4231 -0.7580 -1.5151 -0.011 -0.033 0.171
C -2.6835 1.3757 0.0992 0.296 -0.103 0.163
C -1.7730 0.7098 0.8069 2.198 1.377 -0.712
C 0.1847 -1.7090 0.7566 0.164 0.233 -0.010
H -2.4444 1.8312 -0.8617 0.075 0.097 0.204
H 2.5977 -1.0304 -0.0993 -0.029 0.010 0.128
H -0.4418 0.1426 -2.1323 0.001 -0.037 0.033
H 0.6252 -1.4851 1.7297 -0.017 0.009 -0.075
H -1.4467 -1.1167 -1.3837 -0.034 0.125 0.029
H -3.7056 1.5301 0.4470 0.085 -0.345 -0.135
H 0.1117 1.6347 -0.3057 0.214 -0.134 -0.128
H 2.1926 -0.4119 -1.6897 -0.325 0.097 0.018
H -2.0484 0.2331 1.7480 0.308 0.041 -0.031
H 0.1180 -1.5372 -2.0622 -0.008 0.103 0.076
H 0.7288 -2.5525 0.3203 -0.072 0.081 0.003
H -0.8493 -2.0262 0.9128 -0.020 0.040 -0.023
H 2.8792 1.0980 0.5587 -0.096 0.094 -0.325
H 0.4720 1.9438 1.8787 0.057 -0.303 -0.097

=====

(5)
23
Properties=species:S:1:pos:R:3:forces:R:3 method="wB97M-V/def2-TZVPD" gap_ev=11.20 e_lumo_ev=0.8 de_lowest_kj_mol=219.7 smiles="C1CCCC1.CC(=O)O" total_charge=0
O 1.1224 -0.9247 -0.7333 2.900 -1.470 0.236
O 3.0785 -0.9961 0.3427 0.446 -0.008 0.159
C -1.5260 -0.6501 -0.8903 1.292 -1.133 -1.873
C -1.3157 -1.3503 0.4934 -1.009 0.294 0.208
C 2.0570 1.1656 -0.0385 -0.243 0.021 0.550
C 2.2014 -0.3255 -0.1125 -0.570 -0.097 -0.399
C -0.9758 1.1220 0.5216 0.730 -0.281 -0.109
C -0.5891 -0.2337 1.3078 0.117 0.794 0.650
C -0.6434 0.6830 -0.9562 -2.819 -0.216 -0.462
H -0.5496 2.0802 0.9485 -0.077 -1.152 -0.506
H -0.9033 -2.4217 0.5859 -0.102 1.838 -0.620
H -2.0590 1.2938 0.5467 0.112 -0.233 0.221
H 0.3506 0.3453 -1.1714 -1.107 1.361 0.018
H 2.0253 1.6323 -1.0136 0.203 0.011 -0.254
H 0.5771 -0.3323 1.3162 -2.699 -0.039 0.528
H -2.5933 -0.4169 -1.0270 0.436 -0.028 -0.017
H -0.9137 1.3073 -1.8631 -0.396 -0.182 1.435
H -2.3900 -1.4791 0.7991 1.106 0.125 0.631
H 1.3458 -1.8549 -0.7344 0.143 -0.813 -0.001
H -0.9947 -0.2220 2.3485 0.658 0.147 -0.633
H 2.8328 1.5777 0.5796 0.543 0.064 0.045
H -1.2322 -1.4011 -1.6834 -0.402 1.031 0.391
H 1.0949 1.4012 0.4337 0.737 -0.034 -0.198

=====

(6)
24
Properties=species:S:1:pos:R:3:forces:R:3 method="wB97M-V/def2-TZVPD" gap_ev="7.85 / 8.33" e_lumo_ev="0.0 / 0.2" de_lowest_kj_mol=536.5 total_charge=0
Si 0.2477 -1.0324 -0.9564 -0.592 -0.662 -0.436
O 1.1826 1.4570 0.0763 -1.312 -1.954 -0.779
O -0.9122 -1.3356 -2.0929 -2.914 1.243 -0.531
C -1.5172 1.5063 0.8000 0.826 -0.686 -0.802
C -1.1487 1.7581 -0.6411 0.350 -0.104 -2.632
C 0.2203 0.8402 -0.7786 -1.030 2.567 2.247
C -0.4790 1.9117 1.7514 -0.239 -0.690 3.798
C 0.8229 1.0868 1.4350 0.125 3.736 -1.434
C 1.8844 -1.6134 -1.6604 2.356 4.661 1.234
C -0.3172 -2.2175 0.4254 -1.694 2.742 2.073
H -0.9894 2.9064 -0.9568 0.042 -2.604 1.051
H -2.0533 0.6774 1.2458 -0.649 -0.297 -1.124
H -0.7681 1.6091 2.9076 0.425 0.572 -2.799
H -0.1666 -1.7919 1.4962 0.008 -1.061 -1.677
H 2.2189 -1.1812 -2.6155 -0.763 0.679 0.072
H -0.4817 3.0134 1.7944 1.251 -0.302 -0.238
H 1.9603 -2.5748 -1.9285 0.013 -4.072 -0.128
H 1.7173 1.3670 1.8986 1.036 0.797 1.719
H 0.1053 -3.1551 0.3068 1.322 -1.833 0.013
H 2.8326 -1.2906 -1.0223 -2.055 -0.940 -0.750
H -1.8429 -0.9006 -1.9800 2.854 -1.308 -0.238
H -1.4239 -2.4434 0.3747 0.982 0.669 -0.193
H -1.8119 1.3386 -1.4810 0.350 0.638 1.635
H 0.7199 0.0646 1.6012 -0.694 -1.790 -0.082

=====

(7)
26
Properties=species:S:1:pos:R:3:forces:R:3 method="wB97M-V/def2-TZVPD" s2=0.791 multiplicity=2 gap_ev="7.23 / 7.56" e_lumo_ev="-5.0 / -5.1" total_charge=+1
Pb 4.1260 -0.7357 -0.9714 2.706 -5.547 -2.495
O 2.2662 -0.5745 -0.0043 -2.350 0.983 0.445
O -3.5142 0.7468 0.1167 0.327 -0.526 1.000
O -2.4110 -1.8472 1.1000 2.547 1.704 -1.701
O 4.2603 1.1158 -0.6359 0.419 4.028 0.794
C 3.0543 1.6812 -0.2260 -1.341 1.121 0.450
C -4.1000 1.6071 -0.8286 -0.115 0.319 -0.511
C -1.7878 -0.8132 0.7077 -4.931 -0.801 3.445
C -2.4154 0.0418 -0.3690 1.061 -0.389 -2.330
C 1.3548 -1.5175 0.5157 -2.520 -0.116 2.074
C 2.2537 0.7233 0.6480 -0.221 0.689 0.563
C 1.5769 -2.8406 0.0654 -0.307 -0.327 -0.631
H -1.6366 0.7313 -0.7555 -0.214 0.039 0.021
H 1.3685 -1.4425 1.6131 0.157 -0.038 -0.120
H 3.2090 2.6024 0.3658 0.099 -0.364 -0.271
H 1.9941 -3.0243 -0.9258 -0.148 -0.092 0.277
H -4.4430 1.0531 -1.7180 0.092 0.096 0.218
H -4.9660 2.0815 -0.3523 0.314 -0.164 -0.081
H 1.1106 -3.6653 0.6022 0.162 0.260 -0.190
H 2.4257 1.9631 -1.0928 0.332 -0.064 0.199
H -0.0861 -1.1359 0.5436 2.939 -0.501 -0.927
H -1.4798 -0.1736 1.5687 1.145 -0.254 -0.240
H 1.2146 1.0582 0.7513 0.221 -0.100 -0.047
H -2.6929 -0.6210 -1.2130 -0.064 0.222 0.229
H 2.7036 0.6016 1.6456 -0.118 -0.021 -0.246
H -3.3855 2.3844 -1.1511 -0.196 -0.158 0.075

=====

(8)
27
Properties=species:S:1:pos:R:3:forces:R:3 method="wB97M-V/def2-TZVPD" gap_ev=11.35 e_lumo_ev=0.6 de_lowest_kj_mol=6.9 total_charge=0
S 2.9297 -2.2113 -0.6270 0.206 -0.025 0.100
O 2.7868 -3.4243 0.0953 0.053 0.007 0.071
O 4.0531 -1.9987 -1.4659 -0.070 -0.023 -0.092
O -0.0176 -0.3366 -1.6209 0.184 -0.010 -0.029
O 2.8086 -0.9975 0.4238 -0.100 -0.013 0.109
O 1.6106 -1.8903 -1.4386 -0.206 0.096 0.071
C -0.9716 1.6493 0.9004 0.015 0.225 -0.027
C -1.1602 1.6451 -0.6276 -0.250 -0.131 0.037
C 0.7506 -0.9482 -0.6593 0.241 -0.415 -0.061
C -2.2764 1.8423 1.6821 0.250 -0.141 0.222
C 1.8855 -0.0625 -0.1432 0.077 0.413 -0.745
C 0.0298 -1.8156 0.3618 -0.130 0.166 0.121
C -1.2644 0.2844 -1.3084 -0.192 0.153 -0.043
H -0.8800 -1.3594 0.7394 -0.011 0.071 0.012
H -0.2140 -2.7669 -0.1072 -0.091 0.053 -0.023
H -2.0624 2.2436 2.6741 -0.041 -0.013 -0.007
H 2.3609 0.3679 -1.0306 -0.180 0.152 0.006
H -1.7266 0.4206 -2.2854 0.072 -0.039 -0.020
H 0.6821 -2.0197 1.2090 0.024 -0.010 -0.043
H -2.9479 2.5390 1.1807 -0.022 -0.029 -0.003
H 1.6314 0.7642 0.5124 0.011 -0.425 0.538
H -0.2805 2.4521 1.1685 -0.038 0.016 -0.030
H -0.5013 0.7290 1.2468 0.079 -0.010 -0.030
H -2.1127 2.1423 -0.8393 0.063 0.068 -0.033
H -0.4012 2.2433 -1.1364 0.095 -0.125 0.019
H -2.7887 0.8918 1.8441 -0.146 0.063 -0.182
H -1.9237 -0.3839 -0.7486 0.110 -0.073 0.058

=====

(9)
23
Properties=species:S:1:pos:R:3:forces:R:3 method="wB97M-V/def2-TZVPD" gap_ev="5.74 / 9.44" e_lumo_ev="-6.9 / -4.1" de_lowest_kj_mol=419.5 total_charge=+1
P 1.1816 0.0488 0.0187 -0.707 0.853 0.891
O -0.2224 0.1196 -0.7130 2.067 0.327 -0.875
C 2.3257 1.2438 -0.7895 1.248 -2.473 1.854
C -0.8167 1.0385 1.3948 2.623 -1.127 -2.628
C -2.0268 1.5607 -0.9337 -1.332 -2.566 -0.969
C -1.3202 0.6295 0.0655 -2.186 -2.950 -1.091
C -2.0905 -0.7097 0.1768 -2.239 -0.159 4.470
C 0.4779 0.8102 1.5577 1.461 -0.988 -1.573
C 2.1721 -3.3044 0.0452 -2.587 0.911 -1.234
H 3.1566 1.3727 -0.0737 -0.536 0.505 -0.129
H -1.4848 2.4521 -0.8219 0.153 1.744 -0.634
H 2.7825 0.8643 -1.6548 0.437 -0.853 -1.280
H 2.7669 -3.2311 -0.7663 1.996 0.005 -2.287
H -3.0527 -0.5911 0.8616 1.787 -0.034 -1.411
H -2.4343 -1.1359 -0.7190 -0.217 -0.061 -1.514
H 1.7513 2.0494 -1.0526 -1.249 2.394 -0.207
H 1.1352 -3.3143 -0.0586 -1.561 -0.365 -0.614
H 1.1652 0.8738 2.3568 -0.013 0.432 1.204
H -1.5230 -1.5181 0.7246 -0.162 1.042 -0.577
H -3.1828 1.6372 -0.7875 2.330 0.040 -0.098
H -1.7881 0.9799 -1.9492 -0.876 1.854 2.002
H 2.4401 -3.2404 0.9909 1.948 0.065 4.140
H -1.4130 1.3643 2.1271 -2.382 1.405 2.563

=====

(10)
23
Properties=species:S:1:pos:R:3:forces:R:3 method="wB97M-V/def2-TZVPD" gap_ev=8.34 e_lumo_ev=0.5 de_lowest_kj_mol=219.7 smiles="C=P(C)=C1P(C)C1(C)C" total_charge=0
P -1.3211 -1.4388 0.7882 1.199 0.903 1.364
P 2.0965 -1.0996 0.1548 0.957 -0.151 0.488
C -0.6647 1.2443 1.7494 -2.097 -2.002 2.292
C 2.9237 0.5259 0.5554 -0.075 1.302 2.361
C 0.3691 -0.7778 0.5357 0.927 0.077 -3.075
C -1.9986 -1.9540 -0.7938 2.837 -3.010 -1.361
C -1.0507 1.0236 -0.6767 -0.849 4.124 -0.618
C 1.2405 -0.8654 -1.3894 -0.886 0.735 2.480
C -0.5966 0.3386 0.5693 -0.973 -1.043 -1.096
H -1.1618 0.5020 -1.5941 0.101 -1.037 -0.469
H -2.0673 1.5817 -0.5623 1.426 -1.083 0.285
H 2.2881 1.3880 0.2833 -0.074 -0.371 0.191
H 1.0207 0.1514 -1.7484 0.093 -0.857 -0.129
H 3.9336 0.8748 0.2597 -0.374 -1.166 -0.512
H 0.8923 -1.7755 -1.8582 0.016 0.263 -0.334
H -0.3789 1.9421 -0.9675 -0.707 -1.579 0.665
H -1.3063 -1.7708 -1.7060 -1.265 -0.358 1.545
H -2.9293 -1.5239 -0.9354 -1.963 0.757 -0.397
H -2.1201 -3.1223 -0.6272 0.085 2.301 -0.687
H 0.0690 0.8912 2.4804 0.079 0.618 0.024
H -0.5822 2.2682 1.4736 0.261 0.848 0.029
H -1.6986 1.0331 2.2787 1.848 0.926 -0.941
H 3.0425 0.5631 1.7306 -0.565 -0.196 -2.105